Entry 1:
Density functional theory data (the ωB97M-V functional and the def2-TZVPD basis) for C3H6I2NO as an isolated structure.

The calculation puts the LUMO energy (spin up / spin down) at -0.2035 / -0.1795 Ha. For the HOMO energy (spin up / spin down), the calculation gives -0.4303 / -0.4592 hartree. The calculation puts the energy above the lowest of the compared OMol25 structures with the same formula, charge and spin at 278.1 kJ/mol. Its net charge is +1. The value obtained for the orbital gap (spin up / spin down) is 6.2 / 7.6 eV.

```
13
C3H6I2NO, DFT the ωB97M-V functional and the def2-TZVPD basis
C 2.64576 -1.22983 -1.04578
C -1.89863 0.56093 0.80663
C 0.15371 0.14128 -0.69172
N -0.67864 -0.20667 0.53746
O 2.65695 -2.14915 -1.73891
I 3.82302 -0.19901 0.21618
I 1.22692 2.03475 -0.55630
H -2.63476 -0.11161 1.36314
H -1.60845 1.50485 1.20423
H -2.41141 0.68899 -0.11600
H -0.31387 0.14343 -1.62287
H -0.97424 -1.18127 0.43916
H 0.01364 0.00332 1.20475
```

In elementary charge units, the Mulliken charges are: 0.288, -0.803, -0.891, -0.126, -0.219, 0.324, 0.162, 0.319, 0.323, 0.347, 0.538, 0.373, 0.365

***

Entry 2:
Density functional theory data (the ωB97M-V functional and the def2-TZVPD basis) for a single C3H6IN molecule.

As for the SMILES: C/N=C(/C)I. The calculation puts the LUMO energy (spin up / spin down) at -0.0042 / -0.0037 Ha. For the HOMO energy (spin up / spin down), the calculation gives -0.3077 / -0.3317 hartree. The calculation puts the energy above the lowest of the compared OMol25 structures with the same formula, charge and spin at 280.2 kJ/mol. Its net charge is 0. The value obtained for the orbital gap (spin up / spin down) is 8.3 / 8.9 eV.

```
11
C3H6IN, DFT the ωB97M-V functional and the def2-TZVPD basis
C 0.02016 -0.22022 -0.59164
C -0.29551 0.41386 -1.86660
C 0.06532 -0.01183 1.90744
N -0.15407 0.74368 0.74443
I 0.88502 -2.12037 -0.47552
H 0.62676 0.98031 -2.24619
H -0.56131 -0.45898 -2.68406
H -1.12978 1.07844 -1.70278
H 1.14296 0.19872 2.36332
H -0.06506 -1.05192 1.79560
H -0.53450 0.44830 2.75601
```

In elementary charge units, the Mulliken charges are: 0.124, -0.797, -0.642, -0.347, 0.098, 0.237, 0.296, 0.279, 0.245, 0.249, 0.257

***

Entry 3:
Density functional theory data (the ωB97M-V functional and the def2-TZVPD basis) for a single C3H6IN3 molecule.

As for the SMILES: C[C@@H]1N=NN[C@H]1I. The calculation puts the LUMO energy at 0.0082 Ha. For the HOMO energy, the calculation gives -0.3374 hartree. The calculation puts the energy above the lowest of the compared OMol25 structures with the same formula, charge and spin at 10.7 kJ/mol. Its net charge is 0. The value obtained for the orbital gap is 9.4 eV.

```
13
C3H6IN3, DFT the ωB97M-V functional and the def2-TZVPD basis
C 0.10199 -0.21827 -0.59750
C -0.88735 -0.13702 0.56663
C 1.32643 -1.04144 -0.19457
N 0.62163 1.10803 -0.85254
N 0.09165 1.97784 -0.20119
N -0.59081 1.59531 0.83459
I -2.93319 -0.45285 0.05741
H -0.26030 -0.48992 -1.55837
H -0.69728 -0.79858 1.39067
H 1.86767 -0.54471 0.71158
H 1.97014 -1.05213 -1.10818
H 0.87594 -2.08592 -0.01562
H -1.48653 2.13965 0.96708
```

In elementary charge units, the Mulliken charges are: 0.140, -0.562, -1.140, -0.241, -0.310, -0.107, 0.076, 0.468, 0.401, 0.286, 0.359, 0.314, 0.318